A structure of composition C20H12BeN2S2Se4, computed with ωB97M-V with the def2-TZVPD basis set.

The value obtained for the energy is -307376.673 eV. As for the total charge: 0. Its gap between HOMO and LUMO is 4.6 eV. The calculation puts the LUMO energy at -1.346 eV.

The geometry in XYZ format:
```
41
Properties=species:S:1:pos:R:3:lowdin_charge:R:1
Be -0.01 0.04 0.05 -0.40
S 4.72 2.57 -1.79 1.08
C 6.06 3.00 -2.73 -0.41
C 6.14 2.26 -3.87 -0.18
C 5.08 1.33 -3.98 -0.12
C 4.22 1.37 -2.92 -0.48
C 3.02 0.55 -2.70 -0.16
C 2.23 0.73 -1.54 -0.03
N 1.16 0.02 -1.30 0.05
C 0.78 -0.91 -2.19 -0.13
C 1.47 -1.18 -3.37 -0.12
C 0.94 -2.21 -4.23 0.00
C -0.18 -2.90 -3.90 0.00
C -0.90 -2.62 -2.68 -0.12
C -2.06 -3.27 -2.24 0.05
C -2.65 -2.91 -1.05 -0.16
C -2.05 -1.88 -0.29 -0.01
N -0.96 -1.27 -0.69 0.04
C -0.40 -1.63 -1.85 -0.13
C -3.87 -3.56 -0.54 -0.48
C -4.55 -3.30 0.62 -0.11
C -5.69 -4.13 0.79 -0.17
C -5.86 -5.00 -0.23 -0.41
S -4.65 -4.83 -1.42 1.06
C 2.62 -0.41 -3.60 0.07
H 6.73 3.78 -2.39 0.07
H 6.92 2.38 -4.61 0.10
H 4.97 0.65 -4.81 0.11
H 2.49 1.47 -0.78 0.12
H 1.47 -2.43 -5.15 0.12
H -0.56 -3.67 -4.56 0.12
H -2.49 -4.05 -2.86 0.11
H -2.46 -1.55 0.65 0.13
H -4.25 -2.55 1.33 0.11
H -6.35 -4.07 1.65 0.11
H -6.64 -5.74 -0.36 0.07
H 3.19 -0.59 -4.51 0.12
Se -1.15 1.89 0.07 0.09
Se -0.84 2.67 2.25 -0.11
Se 0.36 0.99 3.43 -0.11
Se 0.92 -0.67 1.89 0.09
```

A cluster of 6 separate species, C5H23N2O6 in total at a distorted geometry, computed with ωB97M-V with the def2-TZVPD basis set.

The value obtained for the energy is -20817.189 eV. As for the total charge: +1. Its gap between HOMO and LUMO is 9.9 eV. As for the energy relative to the best compared isomer or geometry (same formula, charge and spin): 61.2 kcal per mole. The calculation puts the LUMO energy at -2.709 eV.

The geometry in XYZ format:
```
36
Properties=species:S:1:pos:R:3:lowdin_charge:R:1
C 0.27 1.68 0.44 -0.20
N -1.18 1.80 0.52 -0.05
C -1.69 2.75 1.52 -0.14
C -2.02 1.95 2.77 -0.21
O -1.26 1.37 3.50 0.04
C 0.84 0.79 1.53 -0.14
N 0.21 -0.58 1.49 0.04
C 1.24 -1.62 1.79 0.01
H 0.82 2.63 0.52 0.13
H 0.52 1.27 -0.54 0.10
H -1.53 1.96 -0.41 0.10
H -2.63 3.05 1.06 0.12
H -1.01 3.59 1.68 0.13
H -3.11 1.88 2.96 0.13
H 0.75 1.14 2.53 0.10
H 1.92 0.79 1.42 0.13
H -0.13 -0.70 0.53 0.12
H -0.44 -0.58 2.28 0.16
H 1.67 -1.41 2.76 0.11
H 0.78 -2.58 1.75 0.09
H 2.05 -1.54 1.08 0.10
H 0.25 -2.94 -2.62 0.04
H 0.94 -2.96 -1.32 0.04
O 0.11 -3.29 -1.69 -0.07
H -2.20 -2.05 0.05 0.08
H -1.15 -2.29 -0.99 0.02
O -1.65 -1.54 -0.57 -0.08
H 2.84 0.78 -2.58 0.07
H 3.46 -0.45 -1.91 0.07
O 2.63 0.02 -2.05 -0.03
H 1.54 -1.12 -2.98 0.01
H 0.17 -0.99 -3.59 0.03
O 0.91 -1.61 -3.55 -0.06
H -1.61 0.66 -3.07 0.07
H -1.35 -0.32 -1.93 0.01
O -0.97 0.47 -2.37 -0.06
```